Record 1
Below is the molecule C2H6ClIN2 at a distorted geometry, with properties calculated with ωB97M-V with the def2-TZVPD basis set.

XYZ file:
```
12
Properties=species:S:1:pos:R:3:forces:R:3:mulliken_charge:R:1
C -0.28195 0.07204 1.00557 1.9 2.1 1.7 -1.10
C -0.40310 -0.04885 -0.48857 -2.7 3.6 2.7 -0.35
N 0.50682 0.61952 -1.29544 3.2 0.7 -2.2 0.35
Cl 1.22813 2.07762 -0.67423 -0.3 0.4 0.5 -0.10
N 1.37877 -0.11787 -1.98206 -0.1 0.0 -0.5 -0.68
I 2.89857 -1.47957 -0.73073 -0.6 0.9 -0.5 -0.09
H -0.26838 1.13371 1.50989 -0.8 -1.8 -1.4 0.32
H -1.04732 -0.57025 1.39146 -0.4 -0.1 0.7 0.35
H 0.69976 -0.26975 1.33094 0.0 -0.5 0.1 0.29
H -0.36937 -1.03005 -0.65640 0.2 -3.9 -1.4 0.47
H -1.41662 0.35030 -0.64178 0.1 -0.2 -0.8 0.21
H 1.99394 0.52144 -2.55565 -0.6 -1.0 1.1 0.34
```
Forces are in eV/Å.

Properties
Maximum force (eV/Å): 5.2
Structure (SMILES): CCN(Cl)NI
Energy (eV): -25771.401
Total charge: 0
LUMO (alpha / beta) (eV): -1.0 / -1.0
HOMO energy (alpha / beta) (eV): -8.68 / -8.68

Record 2
Below is a cluster of 2 separate species, C2H6ClN2O in total at a distorted geometry, with properties calculated with ωB97M-V with the def2-TZVPD basis set.

XYZ file:
```
12
Properties=species:S:1:pos:R:3:forces:R:3:mulliken_charge:R:1
C -0.49654 1.70586 -0.36949 -0.1 1.5 2.7 -0.99
C 0.22466 0.44498 0.15903 -0.9 1.5 -2.4 0.12
N -0.37263 -2.55196 -0.10755 -1.4 0.9 0.1 0.01
N -0.31731 -0.02637 1.30353 -0.3 -1.3 1.3 -0.81
O -0.18117 -1.92484 -1.09605 -0.4 -0.1 -1.1 -0.37
Cl 1.20430 -3.59047 0.26818 1.7 -1.1 0.7 -0.45
H 0.28347 2.48146 -0.27588 -0.5 0.2 -0.5 0.20
H -0.75259 1.59756 -1.39635 -0.8 0.2 -0.7 0.28
H -1.32444 2.09340 0.38526 1.2 -1.1 -1.9 0.28
H 0.14001 -0.30834 -0.72777 0.5 0.4 1.1 0.22
H 1.24281 0.79763 0.22582 1.1 -0.7 0.1 0.29
H 0.34942 -0.71888 1.63126 0.0 -0.3 0.5 0.23
```
Forces are in eV/Å.

Properties
Maximum force (eV/Å): 3.1
Energy (eV): -19718.105
Total charge: -1
LUMO (alpha / beta) (eV): 4.2 / 4.0
HOMO energy (alpha / beta) (eV): -4.33 / -2.57

Record 3
Below is a cluster of 2 separate species, C2H6ClN3 in total at a distorted geometry, with properties calculated with ωB97M-V with the def2-TZVPD basis set.

XYZ file:
```
12
Properties=species:S:1:pos:R:3:forces:R:3:mulliken_charge:R:1
C -0.66998 0.14074 -1.12487 -0.1 0.7 -1.4 0.33
C 2.40894 -0.08272 0.36042 -2.1 -0.4 0.3 0.64
N -1.92763 0.10318 -1.50088 -0.1 -0.2 0.3 -0.28
N 2.55970 -0.00880 1.60532 0.4 0.1 0.6 -0.22
N -0.15533 -0.38845 -0.08170 1.0 0.2 1.2 -0.33
Cl 3.13909 -0.08290 -1.02518 0.6 0.1 -0.4 0.18
H 0.00190 0.71524 -1.76486 -0.1 -0.1 0.0 0.24
H -2.24574 0.59631 -2.32819 0.2 0.0 0.1 0.27
H -2.63922 -0.37816 -0.95982 0.1 0.0 -0.1 0.25
H 1.77238 -0.06137 2.26995 0.1 0.0 -0.4 0.31
H 3.48749 0.11308 2.05764 -0.2 0.0 -0.3 0.32
H -0.60527 -1.00960 0.57667 0.2 -0.4 0.2 0.28
```
Forces are in eV/Å.

Properties
Maximum force (eV/Å): 2.1
Energy (eV): -19141.663
Total charge: +2
LUMO (alpha / beta) (eV): -11.4 / -12.3
HOMO energy (alpha / beta) (eV): -19.60 / -19.08

Record 4
Below is a structure of composition C2H6ClNO at a distorted geometry, with properties calculated with ωB97M-V with the def2-TZVPD basis set.

XYZ file:
```
11
Properties=species:S:1:pos:R:3:forces:R:3:mulliken_charge:R:1
C -0.38275 -0.68140 0.91725 1.4 -1.3 -2.3 -1.33
C 0.41442 -0.05847 -0.22671 -1.1 3.2 0.6 0.77
N -0.12115 -0.25867 -1.52285 0.2 0.7 1.6 -0.62
O 0.18376 1.74150 -0.00928 0.2 -3.1 0.3 -0.63
Cl 2.13490 -0.21439 0.02321 0.0 -0.2 -0.6 -0.15
H -1.10358 -1.32188 0.48367 -1.7 0.0 -0.6 0.42
H 0.17340 -1.47448 1.36416 1.0 0.1 1.0 0.37
H -0.74092 0.07169 1.52300 -0.9 1.0 1.6 0.34
H -1.13901 0.03582 -1.34631 2.1 -0.2 -1.3 0.30
H 0.46735 0.31968 -2.16619 -1.4 -0.5 0.4 0.27
H 0.11358 1.84057 0.96006 0.2 0.1 -0.6 0.25
```
Forces are in eV/Å.

Properties
Maximum force (eV/Å): 3.5
Energy (eV): -18229.795
Total charge: 0
LUMO (eV): 0.8
HOMO energy (eV): -10.03

Record 5
Below is a structure of composition C2H6ClO4P at a distorted geometry, with properties calculated with ωB97M-V with the def2-TZVPD basis set.

XYZ file:
```
14
Properties=species:S:1:pos:R:3:forces:R:3:mulliken_charge:R:1
C 0.21195 0.44652 0.46500 -1.4 3.3 -2.7 0.18
C -0.53235 -0.37073 -0.59963 -1.2 0.5 1.8 0.31
O 0.31628 2.10744 -0.43290 0.5 -2.6 3.1 -0.63
O 0.20636 -0.65347 -1.68524 1.4 0.7 -2.0 -0.51
O -1.72600 0.19324 -0.94159 -1.4 1.3 -0.9 -0.59
O -0.91973 -1.46930 0.11323 2.8 -0.9 2.0 -0.53
P 1.82215 -0.16918 0.87768 2.0 0.4 -0.2 0.04
Cl 1.58410 0.23081 2.84411 0.4 0.1 1.3 -0.25
H -0.40670 0.80529 1.29728 0.1 -0.5 -0.5 0.58
H 0.53805 2.69622 0.34723 -0.4 -1.0 -1.3 0.30
H 0.56386 -1.52611 -1.86445 -0.4 -0.2 0.8 0.34
H -1.73300 1.14251 -1.16039 0.8 -0.5 0.1 0.39
H -1.67860 -1.84110 -0.24123 -2.4 -0.9 -1.2 0.30
H 1.75362 -1.59216 0.98089 -0.8 0.3 -0.2 0.06
```
Forces are in eV/Å.

Properties
Maximum force (eV/Å): 4.5
Energy (eV): -32170.443
Total charge: 0
LUMO (eV): 0.2
HOMO energy (eV): -9.50

Record 6
Below is a cluster of 2 separate species, C2H6F2N2 in total at a distorted geometry, with properties calculated with ωB97M-V with the def2-TZVPD basis set.

XYZ file:
```
12
Properties=species:S:1:pos:R:3:forces:R:3:mulliken_charge:R:1
C 0.08398 -1.04553 -0.92587 0.6 -1.1 0.1 -0.83
C -1.11353 -0.19341 -0.97724 2.2 -0.3 2.1 0.06
N 0.77858 0.79997 1.76367 -2.6 -0.1 1.7 -0.40
N 1.34770 0.45353 0.64959 2.1 -1.7 -2.2 -0.01
F -1.45876 -0.04349 0.38117 -1.5 -0.4 0.8 -0.32
F 1.68243 1.59000 -0.10651 -0.6 0.2 0.6 -0.21
H 0.82686 -0.99265 -1.70493 0.1 0.1 0.0 0.31
H 0.12561 -1.91941 -0.24633 -0.2 0.7 -0.5 0.31
H -1.90844 -0.68699 -1.48937 -1.0 0.5 -0.7 0.25
H -0.74164 0.80776 -1.10713 -0.6 0.6 -1.8 0.21
H 0.46463 -0.14326 2.16566 0.6 1.9 -0.5 0.33
H -0.08741 1.37348 1.59728 0.8 -0.4 0.4 0.28
```
Forces are in eV/Å.

Properties
Maximum force (eV/Å): 3.5
Energy (eV): -10580.364
Total charge: 0
LUMO (alpha / beta) (eV): 0.6 / 0.6
HOMO energy (alpha / beta) (eV): -8.11 / -8.43

Record 7
Below is a structure of composition C2H6F2Si at a distorted geometry, with properties calculated with ωB97M-V with the def2-TZVPD basis set.

XYZ file:
```
11
Properties=species:S:1:pos:R:3:forces:R:3:mulliken_charge:R:1
C -1.47036 0.20683 -0.83997 0.6 -0.3 0.5 -0.97
C 1.17755 0.37611 1.16839 -0.5 -0.3 -0.5 -0.93
F 1.46280 -0.74204 -1.86045 -2.6 0.6 3.4 -0.62
F -0.08739 -2.05692 0.30786 0.0 0.8 -0.1 -0.23
Si 0.09812 -0.51309 -0.08393 2.4 -0.6 -3.1 0.86
H -2.33990 -0.36960 -0.52728 0.0 -0.1 0.1 0.31
H -1.62025 1.23569 -0.52598 0.1 0.1 0.1 0.35
H -1.42613 0.19016 -1.92314 0.2 -0.1 -0.1 0.31
H 0.89898 0.09671 2.18304 -0.1 -0.1 0.1 0.32
H 2.22485 0.12210 1.02438 0.0 -0.2 -0.2 0.28
H 1.08174 1.45406 1.07708 -0.1 0.1 -0.1 0.33
```
Forces are in eV/Å.

Properties
Maximum force (eV/Å): 4.3
Energy (eV): -15485.948
Total charge: 0
LUMO (eV): 0.5
HOMO energy (eV): -11.20

Record 8
Below is a cluster of 2 separate species, C2H6FN2 in total at a distorted geometry, with properties calculated with ωB97M-V with the def2-TZVPD basis set.

XYZ file:
```
11
Properties=species:S:1:pos:R:3:forces:R:3:mulliken_charge:R:1
C 0.65847 -0.08317 -1.08422 0.9 -1.0 -1.1 0.44
C -1.13877 -0.23961 0.52432 -0.9 -0.6 0.4 -0.75
N 1.36322 -0.64694 -1.82622 -0.3 0.3 0.7 -0.12
N -0.04752 0.41853 -0.17918 -0.2 1.1 0.8 -0.15
F 2.19480 1.09927 1.04442 0.6 0.1 0.2 -0.43
H -2.04616 0.35332 0.42041 0.1 0.0 -0.1 0.29
H -0.88485 -0.31692 1.58246 0.1 0.0 -0.1 0.31
H -1.30967 -1.23933 0.12716 0.1 0.1 0.0 0.35
H 1.60181 -0.81593 -2.78473 -0.1 0.0 -0.3 0.34
H 3.02582 1.24221 1.45332 -0.4 0.0 -0.2 0.40
H 0.28129 1.29036 0.23641 0.1 -0.1 -0.2 0.32
```
Forces are in eV/Å.

Properties
Maximum force (eV/Å): 1.7
Energy (eV): -7861.135
Total charge: +1
LUMO (eV): -3.9
HOMO energy (eV): -16.11

Record 9
Below is a structure of composition C2H6FNO2S at a distorted geometry, with properties calculated with ωB97M-V with the def2-TZVPD basis set.

XYZ file:
```
13
Properties=species:S:1:pos:R:3:forces:R:3:mulliken_charge:R:1
C -0.13924 -1.65153 1.25044 1.6 3.9 -1.2 -0.97
C 0.53077 0.10510 0.71050 -1.9 -4.1 0.8 -0.06
N 0.11661 1.86806 -1.27533 0.0 -0.7 0.3 -0.54
O 0.66398 -0.52117 -1.83459 0.3 0.1 0.0 -0.61
O -1.56042 -0.02318 -0.90259 -0.1 0.2 0.3 -0.60
F -0.00813 1.03440 1.52006 -0.2 0.4 0.3 -0.27
S -0.15589 0.24721 -0.95029 0.2 0.5 -0.2 1.07
H 0.15693 -2.27321 0.42449 0.0 -0.4 -0.1 0.36
H 0.35655 -1.86493 2.18340 0.1 -0.1 0.1 0.35
H -1.20034 -1.49173 1.32508 -0.2 0.0 0.0 0.34
H 1.61165 0.11660 0.74882 0.1 0.1 -0.2 0.39
H 0.27341 2.01770 -2.26027 0.1 -0.1 -0.2 0.28
H -0.64588 2.43668 -0.93972 -0.2 0.1 0.1 0.28
```
Forces are in eV/Å.

Properties
Maximum force (eV/Å): 4.5
Energy (eV): -21307.326
Total charge: 0
LUMO (eV): 0.6
HOMO energy (eV): -10.77

Record 10
Below is the molecule C2H6FNS at a distorted geometry, with properties calculated with ωB97M-V with the def2-TZVPD basis set.

XYZ file:
```
11
Properties=species:S:1:pos:R:3:forces:R:3:mulliken_charge:R:1
C 1.05122 0.54291 0.11747 -1.1 4.8 -0.7 -0.95
N -0.09630 0.00295 -0.57349 2.3 -2.2 -1.4 -0.06
C -1.33394 0.13638 0.09781 -2.0 3.0 1.1 -0.72
S 0.32869 -1.48775 -1.28609 -0.3 1.0 1.6 0.15
F 0.95832 -2.32534 0.07054 -0.6 0.4 -1.0 -0.32
H 1.36932 0.01325 0.93766 -0.3 -0.9 2.8 0.39
H 1.97339 0.55549 -0.36986 1.1 -0.4 -2.2 0.38
H 0.90406 1.73309 0.24093 0.0 -2.8 0.5 0.28
H -2.15066 0.12236 -0.61777 -0.1 -0.4 -0.2 0.29
H -1.57666 -0.57744 0.89913 0.5 0.3 0.0 0.28
H -1.42744 1.28411 0.48367 0.5 -2.8 -0.5 0.27
```
Forces are in eV/Å.

Properties
Maximum force (eV/Å): 5.0
Structure (SMILES): CN(C)SF
Energy (eV): -17212.187
Total charge: 0
LUMO (eV): 0.5
HOMO energy (eV): -9.17

Among the records above, which one has the highest energy? C2H6FN2